Molecular formula: C10H11IO3
Method: DFT, ωB97M-V/def2-TZVPD

Results
Spin multiplicity   3
Calculated total energy   -24785.22272 eV
M   306.10 g mol⁻¹

Last column: Mulliken spin population.
Atoms and positions in Å:
1 C -0.040 -3.028 1.490  0.0558
2 C -0.822 -1.996 2.007  -0.0280
3 C 0.576 -2.842 0.299  -0.0314
4 C -0.850 -0.733 1.480  0.0655
5 C 0.634 -1.553 -0.257  0.0887
6 C -0.083 -0.558 0.353  -0.0728
7 C 1.268 1.350 1.174  0.6577
8 C 0.963 2.023 -2.084  0.0092
9 C -1.969 1.308 -0.891  0.0165
10 C 0.201 0.848 -0.116  0.1350
11 O 0.892 1.542 2.259  0.6718
12 O 0.721 0.798 -1.375  0.0537
13 O -0.849 1.781 -0.080  0.0242
14 I 3.291 1.411 0.620  0.3219
15 H 0.066 -3.958 2.110  0.0029
16 H -1.378 -2.325 2.906  -0.0004
17 H 1.215 -3.621 -0.221  -0.0009
18 H -1.523 0.130 1.748  0.0104
19 H 1.149 -1.402 -1.200  0.0117
20 H 0.803 2.954 -1.534  -0.0015
21 H 0.100 2.219 -2.813  0.0065
22 H 2.072 1.961 -2.523  0.0029
23 H -1.463 0.799 -1.741  0.0016
24 H -2.448 2.263 -1.332  -0.0018
25 H -2.524 0.629 -0.279  0.0009

Forces on the atoms, in the same order (eV/Å):
C -0.418 -0.958 1.398
C -0.794 -1.044 1.964
C 2.471 -0.246 -2.009
C -1.423 0.473 -0.083
C -0.414 -1.821 -0.241
C 1.026 1.904 -0.859
C 1.303 -0.029 -7.143
C 0.469 0.698 -1.484
C 1.762 1.818 -1.541
C -0.864 0.243 -0.002
O -2.093 0.626 5.647
O 1.014 0.821 0.437
O 0.227 -0.411 0.654
I 0.199 -0.260 -0.038
H -0.272 0.862 -1.022
H 0.123 0.859 -0.485
H -1.041 0.772 0.896
H 0.931 -1.230 0.388
H 0.039 0.137 0.359
H 0.736 -0.465 0.899
H 1.529 -1.030 0.134
H -2.826 0.225 0.702
H -1.003 -0.049 0.321
H 0.265 -1.775 1.161
H -0.944 -0.123 -0.053